{"formula": "C15H45O20P5", "method": "ωB97M-V with the def2-TZVPD basis set", "elements": ["C", "H", "H", "C", "H", "H", "H", "C", "H", "C", "C", "H", "O", "H", "P", "H", "H", "P", "O", "O", "H", "P", "H", "O", "O", "O", "C", "H", "H", "C", "H", "H", "O", "H", "C", "C", "O", "O", "P", "O", "H", "O", "P", "C", "H", "H", "O", "H", "H", "H", "H", "C", "H", "C", "C", "H", "C", "C", "O", "H", "H", "O", "O", "H", "H", "O", "H", "H", "O", "H", "H", "H", "H", "O", "H", "H", "H", "H", "H", "O", "H", "H", "H", "O", "H"], "xyz": [[6.1968, -1.3935, -7.7249], [-9.0621, -3.3972, 2.3756], [-0.1914, 4.5415, 2.1545], [-0.2263, 3.7201, 2.8701], [5.9020, -2.0382, -6.8970], [-12.3204, -1.9327, 0.2157], [-3.2047, -3.7892, -5.2403], [3.3251, 0.7919, 0.6129], [4.7194, 3.6467, -5.1292], [1.7544, 4.3428, 9.0459], [4.5868, 3.8366, 12.4429], [-8.3598, -2.2451, 1.3849], [0.2628, -4.2071, -7.0335], [0.0723, -1.9631, -10.0124], [6.0636, 1.0624, -6.6592], [3.5247, 3.7870, 12.6825], [4.9892, 4.8205, 12.6839], [4.3072, 4.5704, 9.9506], [-11.1076, -5.2672, -0.5207], [5.4978, 4.7318, 8.8486], [7.6116, -1.2869, -5.3336], [-0.2182, -2.7952, -6.7066], [6.0548, 3.7154, 7.1206], [6.5440, 0.4573, -5.2282], [3.9414, 5.8968, 10.4850], [0.0518, -1.7843, -7.9812], [-2.4633, -2.9974, -5.1336], [6.1819, 3.8969, -6.0718], [-1.1288, 0.5694, 0.4952], [5.1289, 3.6238, -6.1391], [0.1249, -0.8350, -3.9424], [-11.4733, -6.1158, 3.5543], [7.2002, 1.7384, -7.4550], [4.1702, 1.3020, 0.1504], [0.1793, -0.8258, -5.0310], [-8.4202, -3.3276, 1.4974], [0.3341, 0.3893, 1.9660], [2.7750, 1.5271, 1.7102], [-10.4691, -4.6567, 0.7010], [0.8463, 2.8876, 2.7562], [-1.1938, 3.2731, 2.6418], [-9.0201, -4.0334, 0.4504], [1.1682, 1.8615, 1.5476], [0.6297, -2.2358, -9.1163], [-1.7603, -3.3322, -4.3709], [-12.8897, -3.5441, -0.0537], [0.9168, 2.4128, 0.1799], [3.6949, -0.1257, 1.0703], [0.7798, -3.3117, -9.0266], [2.6291, 0.5983, -0.2034], [4.5316, 4.0549, -6.9425], [-0.9781, 0.2201, 1.5167], [8.4940, 0.0199, -5.8863], [7.7758, -0.2335, -5.1065], [-11.5564, -6.1689, 2.4687], [1.2416, 3.7637, 8.2779], [-12.4552, -2.8961, 0.7075], [6.0254, 3.5755, 8.2012], [3.0864, 3.7484, 9.2572], [-0.3234, 4.3316, 3.7672], [1.6490, -1.8886, -9.2851], [4.9387, 2.2084, -6.3616], [0.4754, -2.1831, -5.4036], [0.8793, -0.0699, -5.3871], [6.1616, -1.9571, -8.6573], [-10.4059, -5.8335, 1.7877], [-1.0217, -0.8533, 1.3319], [-11.8623, -7.1901, 2.2417], [-1.8083, -2.5566, -6.3561], [8.1744, -0.2164, -4.0922], [5.3075, 3.2286, 12.9898], [-0.8134, -0.5139, -5.3555], [-2.9844, -2.2171, -4.5789], [4.8058, 3.5281, 11.1260], [-12.4621, -5.6536, 2.1487], [1.8076, 5.3989, 8.7814], [7.0698, 3.4779, 8.4975], [-7.3766, -3.6095, 1.6367], [-1.7596, 0.5694, 2.1915], [-11.2704, -3.4059, 1.3878], [1.2183, 4.3024, 9.9941], [7.2786, -1.2633, -7.7528], [5.3882, 2.6967, 8.3004], [5.3943, -0.2105, -7.4356], [-13.2817, -2.7639, 1.4057]], "mulliken_charge": [-0.7573, 0.2827, 0.3065, -0.6677, 0.3314, 0.3130, 0.3097, -0.6600, 0.2673, -0.5850, -0.6675, 0.2618, -0.7153, 0.2557, 0.9154, 0.2681, 0.3293, 1.0051, -0.7129, -0.3366, 0.2980, 1.1394, 0.2708, -0.2280, -0.6926, -0.3191, -0.7296, 0.3003, 0.3515, -0.5929, 0.3011, 0.2708, -0.6989, 0.2560, -0.7079, -0.6011, -0.3050, -0.3796, 1.1107, -0.2319, 0.2671, -0.3342, 1.0249, -0.6696, 0.3008, 0.3355, -0.6544, 0.2644, 0.3447, 0.3200, 0.2246, -0.7413, 0.3758, -0.7584, -0.6403, 0.2288, -0.7512, -0.6234, -0.2959, 0.2880, 0.2096, -0.3068, -0.2926, 0.2650, 0.3199, -0.3019, 0.3039, 0.2796, -0.3211, 0.2687, 0.2602, 0.3293, 0.3039, -0.2922, 0.2436, 0.3164, 0.2528, 0.2620, 0.2573, -0.2887, 0.2626, 0.3102, 0.2993, -0.2733, 0.2706], "energy_ha": -3810.36381, "smiles": "COP(=O)(OC)OC.COP(=O)(OC)OC.COP(=O)(OC)OC.COP(=O)(OC)OC.COP(=O)(OC)OC", "gap_ev": 10.41, "relative_energy_ev": 5.392}

***

{"formula": "C15H46N7O11", "method": "ωB97M-V with the def2-TZVPD basis set", "elements": ["N", "C", "O", "H", "H", "H", "H", "H", "H", "H", "N", "N", "C", "O", "H", "O", "H", "C", "O", "H", "H", "H", "O", "H", "O", "H", "C", "N", "H", "C", "H", "H", "H", "H", "C", "O", "H", "H", "H", "C", "H", "H", "H", "O", "H", "H", "C", "O", "C", "H", "H", "O", "H", "C", "H", "H", "H", "H", "H", "H", "H", "C", "C", "C", "C", "N", "O", "H", "H", "H", "N", "H", "H", "N", "H", "H", "C", "H", "H"], "xyz": [[-1.4813, -8.0032, 19.8731], [2.4581, -0.6117, 16.5459], [-3.8527, -3.7048, 12.8409], [5.8135, -4.8822, 19.4792], [-0.7730, -3.1205, 12.6098], [-2.1899, -8.4457, 20.4547], [-2.0801, -7.3429, 19.3731], [0.4425, -7.3965, 18.3854], [0.7073, -6.6115, 22.7593], [-1.7688, -10.2223, 17.2978], [-1.5710, -3.6151, 12.9660], [0.8890, -5.5864, 20.5912], [1.0475, -5.5922, 12.5631], [-2.4950, -2.2322, 18.1896], [-1.4382, -4.5531, 13.2924], [5.3023, -6.5565, 18.3485], [0.5929, -5.8402, 13.5217], [0.7682, -3.6905, 15.9494], [1.1353, -3.6440, 21.7980], [2.9234, -5.4970, 18.8911], [2.7103, 1.3838, 17.2590], [1.7953, -3.8977, 15.6132], [1.2004, -3.7311, 18.3219], [0.5985, -6.5472, 20.6628], [1.1131, -0.1227, 16.3172], [2.2931, -1.5010, 17.1624], [3.7372, -4.8879, 19.2803], [0.8054, -5.6203, 22.8790], [2.4045, -6.3441, 11.4403], [1.1249, -8.0987, 15.9365], [1.5324, -3.4541, 12.8664], [-2.7881, -2.2781, 15.0572], [2.8978, -0.8722, 15.5859], [-1.9643, -1.2230, 12.2378], [0.5504, -4.3540, 17.3212], [1.7322, -6.7162, 12.0254], [0.1612, -4.1449, 15.1460], [0.9654, -5.1980, 23.7704], [1.0970, -5.2048, 19.6751], [-0.9491, -8.9380, 18.8472], [0.2172, -5.3374, 11.8846], [0.5582, -0.3738, 17.0620], [-0.3185, -9.6516, 19.3782], [2.7531, -4.2613, 11.4435], [0.5850, -2.6148, 15.8948], [1.6085, -8.7893, 15.2446], [-0.2384, -8.0649, 17.8386], [3.9520, -3.7771, 18.4359], [-2.8022, -3.1174, 12.6520], [-1.0066, -7.4048, 17.4095], [2.0943, -4.1339, 10.7515], [3.3429, 0.1312, 18.7209], [-0.5575, -4.3018, 17.4639], [-2.0982, -9.7128, 18.2134], [2.6601, -4.5600, 13.5156], [0.3986, -7.5244, 15.3561], [-4.6893, -1.4881, 16.0149], [4.2029, 0.6798, 16.8686], [-4.7809, -1.2327, 17.7012], [0.7325, -5.4461, 17.1384], [-2.9711, -9.1053, 17.9660], [0.9917, -4.8468, 21.7402], [2.0052, -4.4214, 12.6555], [3.2490, 0.4271, 17.3352], [5.0319, -5.6484, 19.4285], [-4.2583, -1.5702, 16.9167], [0.5584, -8.8379, 16.9860], [3.5009, -4.4813, 20.2730], [-2.4634, -10.5424, 18.8282], [-3.6620, -1.4004, 11.9785], [-2.7785, -1.8081, 12.2189], [2.4541, -0.0496, 19.0416], [5.0827, -6.0453, 17.5599], [-2.2991, -2.3340, 15.9285], [3.0437, -3.4785, 18.2216], [5.0423, -6.2699, 20.3226], [-2.9967, -2.0953, 17.0940], [-1.3057, -2.3624, 16.1028], [1.9191, -7.4427, 16.3158]], "mulliken_charge": [-0.5709, 0.3104, -0.6269, 0.2770, 0.0706, 0.2594, 0.2333, -0.2716, 0.1418, 0.3446, -0.0415, -0.0085, 0.2706, -0.5957, 0.0479, -0.5588, -0.1744, -0.7732, -0.6234, -0.1051, 0.2318, 0.4097, -1.0858, 0.0852, -0.5753, -0.2717, 0.4218, -0.4310, 0.4099, -0.6524, 0.2685, 0.2008, 0.3101, 0.1831, 1.4600, -0.5788, 0.0118, 0.2179, 0.0235, 0.3263, 0.1753, 0.3605, 0.3308, -0.6229, -0.1127, 0.3243, 0.1912, -0.6041, 0.3702, 0.2445, 0.3469, -0.5298, -0.1128, -1.4692, 0.2771, 0.2942, 0.1327, 0.3664, 0.2121, -0.7211, 0.3269, 0.4756, -0.2831, -0.5089, -0.6606, -0.3660, -0.4642, 0.1236, 0.3722, 0.2141, -0.3603, 0.3125, 0.3229, -0.1140, 0.3714, 0.3483, 0.4602, 0.1954, 0.2098], "energy_ha": -1810.09147, "gap_ev": 5.86, "total_charge": -1, "relative_energy_ev": 0.000}

***

{"formula": "C15H47NO6PS7", "method": "ωB97M-V with the def2-TZVPD basis set", "elements": ["H", "H", "C", "H", "H", "C", "H", "H", "C", "S", "H", "H", "C", "O", "H", "H", "P", "H", "C", "C", "O", "H", "H", "H", "H", "H", "C", "N", "C", "C", "O", "H", "H", "H", "H", "H", "H", "H", "C", "H", "H", "H", "H", "C", "H", "S", "C", "S", "O", "O", "H", "S", "H", "H", "H", "H", "H", "C", "H", "H", "H", "H", "H", "H", "S", "H", "H", "H", "C", "H", "S", "H", "H", "H", "O", "S", "C"], "xyz": [[1.4430, 0.9022, 6.4816], [-5.5405, 3.6824, 2.8482], [2.5400, 5.0189, -0.4215], [-3.5755, -0.9029, 1.4890], [-0.7021, 2.2362, -1.6629], [5.3861, -2.3723, -1.5343], [1.9380, 5.6824, 0.1952], [-6.6220, 1.5927, 3.6511], [0.7300, 0.2362, 6.9664], [-0.2951, -0.5526, 5.7252], [4.6326, -5.2801, -1.1326], [-1.1631, -2.3836, 0.4911], [3.3549, 2.5458, -1.0386], [0.6120, -1.1437, 4.6928], [4.5076, -0.3122, -4.4140], [2.5982, -7.5106, -3.5350], [-0.5633, -0.1437, 1.0347], [-6.4885, 0.8492, 2.0261], [-3.0596, -1.3583, 0.6546], [-3.2100, -0.4940, -0.5900], [-3.8574, 1.8397, 4.2202], [-0.1086, 1.5935, 4.6798], [-5.3442, 3.0137, 1.1959], [-1.6036, -1.9624, 2.1406], [-4.3661, 4.7159, -2.6142], [3.6871, -6.7753, -1.3180], [4.5058, -1.1750, -3.7510], [-4.2030, -1.0931, -1.5013], [-3.6603, 3.9531, -2.9346], [-1.6057, -1.6202, 1.1128], [5.1193, 0.2633, -1.6144], [-3.5007, -2.3301, 0.4916], [6.0032, -2.3544, -0.6380], [5.2328, -6.5731, -2.2010], [2.7122, -6.5769, -5.0463], [3.5121, -1.3147, -3.3238], [-4.1727, 2.9970, -3.0419], [-1.5181, 1.5080, 5.7771], [-6.0335, 0.9350, 3.0128], [-3.9665, 3.7760, 2.0096], [4.3808, 2.8947, -0.9405], [-2.1644, 1.5973, -2.4646], [2.2066, 5.0712, -1.4576], [3.2180, -6.8296, -4.1174], [4.1862, -7.2792, -4.3339], [5.6796, -0.8516, -2.4363], [-4.8626, 3.1801, 2.1582], [-4.3711, 1.5964, 2.8470], [0.9130, 2.9448, -0.1077], [-3.0235, 3.2007, -0.4729], [-1.3540, 0.9793, 0.7983], [-2.3888, 3.8196, -1.6745], [0.1889, 0.0044, 2.2053], [5.6669, -3.2151, -2.1651], [-1.5860, 0.7153, 4.1954], [-3.2020, 4.2521, -3.8768], [2.9676, 2.7683, -2.0335], [-1.4902, 2.4516, -2.3847], [4.8099, -2.0688, -4.2944], [0.8899, -1.5535, -0.8322], [3.3309, 1.4764, -0.8628], [4.3327, -2.4388, -1.2564], [-2.2557, -0.3949, -1.1041], [1.2607, -0.5459, 7.5041], [3.4599, -5.3112, -3.1937], [3.5903, 5.2950, -0.3408], [-4.3521, -0.4316, -2.2569], [0.0935, 0.7888, 7.6561], [-0.9353, 0.9732, 5.0294], [-5.9585, -0.0497, 3.4691], [2.3309, 3.3471, 0.1893], [-1.0608, 2.6909, -3.3570], [-3.7520, -1.8779, -1.9613], [-3.5494, 0.4927, -0.3049], [4.4464, -4.4872, -3.9447], [0.6553, -0.2483, -0.6364], [4.3438, -6.0684, -1.8242]], "mulliken_charge": [0.3000, 0.4771, -1.0344, -0.1229, -0.1158, -0.8481, 0.3350, 0.4262, -0.9407, 0.5120, 0.2721, 0.4407, -0.8531, -0.6246, 0.3538, 0.3865, 0.3420, 0.3566, -0.4034, 0.2604, -0.7202, 0.3737, 0.3499, 0.4808, 0.3519, 0.4262, -0.7077, -0.7972, -0.9411, -0.7707, -0.5679, 0.4423, 0.4006, 0.3152, 0.3292, 0.1136, 0.2306, 0.4382, -1.1801, 0.2986, 0.4596, 0.0568, 0.2976, -1.0054, 0.3081, 0.3584, -1.1542, 0.8393, -0.5264, -0.4882, 0.1369, 0.3946, 0.1978, 0.3171, -0.1882, 0.3854, 0.3565, -0.3320, 0.3379, 0.1680, 0.1634, 0.2003, 0.1729, 0.3403, 0.5424, 0.4166, 0.2786, 0.3500, -0.5514, 0.3423, 0.3949, 0.4646, 0.2526, 0.0497, -0.5850, -0.1908, -0.9466], "energy_ha": -4234.15823, "gap_ev": 8.23, "total_charge": 1}

***

{"formula": "C15H49N4O6", "method": "ωB97M-V with the def2-TZVPD basis set", "elements": ["C", "C", "H", "C", "H", "H", "C", "H", "N", "H", "H", "H", "N", "H", "H", "H", "H", "N", "H", "H", "H", "H", "C", "C", "O", "H", "H", "H", "H", "H", "H", "H", "C", "H", "C", "O", "H", "H", "H", "H", "H", "O", "O", "H", "O", "O", "H", "C", "H", "H", "H", "H", "H", "C", "H", "H", "H", "H", "H", "H", "C", "H", "H", "H", "C", "H", "H", "C", "H", "C", "H", "H", "N", "C"], "xyz": [[-16.2443, -0.8315, 39.7962], [-15.7018, -2.4907, 38.3019], [-12.8219, -3.6336, 36.6873], [-17.9433, -4.0223, 30.7067], [-13.8492, -2.2150, 36.2258], [-21.0636, -5.1894, 30.8764], [-12.0434, -5.6243, 33.3912], [-16.0411, -5.1625, 37.5452], [-15.9720, -2.6331, 30.5634], [-18.6929, -2.2335, 33.4207], [-19.0251, -3.4523, 38.8999], [-18.2621, -3.1195, 36.7292], [-18.6496, -3.1005, 33.7007], [-15.9473, -0.4494, 40.7359], [-15.7611, -1.7382, 37.6303], [-15.0439, -4.2894, 33.0673], [-13.5857, 0.8719, 33.6537], [-15.4860, -3.7670, 33.8191], [-14.7489, -7.8214, 32.1302], [-16.3174, 0.1036, 39.1913], [-17.3346, -1.2096, 39.7651], [-19.5262, -5.9638, 31.7833], [-19.8944, -5.2189, 30.9667], [-19.9226, -3.0631, 38.2969], [-16.2244, -6.9152, 33.3413], [-19.1269, -5.6827, 34.1062], [-12.9737, -2.2697, 37.6474], [-15.5222, -3.2352, 29.9742], [-14.9914, 0.3008, 35.1683], [-17.3051, -3.0210, 28.3178], [-15.7765, -2.8727, 33.6581], [-12.4581, -6.3354, 33.8873], [-19.2340, -2.9293, 36.0803], [-10.8604, -5.5238, 33.5650], [-17.4441, -2.6067, 30.5427], [-12.5016, -4.3107, 33.6254], [-15.4061, -6.3015, 31.6063], [-19.8758, -2.0180, 38.4371], [-16.1318, -7.6718, 33.7449], [-17.7311, -1.8109, 31.1428], [-19.9717, -5.8510, 30.0629], [-15.3056, -1.7317, 39.3086], [-19.3246, -3.9243, 30.8158], [-16.3764, -8.0864, 31.4777], [-20.2281, -3.4247, 36.9539], [-14.8988, -0.3890, 34.6248], [-14.7981, -3.8554, 34.5455], [-19.4450, -3.6923, 34.8442], [-16.7134, -2.9340, 38.4950], [-14.9874, 0.3790, 32.7690], [-11.9317, -5.9412, 32.3353], [-19.6995, -5.4551, 35.6120], [-17.9772, -5.0660, 35.0310], [-19.0626, -5.1431, 34.8122], [-17.4896, -4.6542, 31.5144], [-18.6585, -2.2891, 28.9649], [-14.3946, -3.8778, 38.8757], [-11.9219, -3.6933, 33.3730], [-17.2972, -1.1949, 28.7646], [-20.8743, -3.3244, 38.7221], [-14.2480, 0.0100, 33.4810], [-17.8192, -4.8133, 30.0607], [-19.2139, -1.9646, 36.0051], [-20.4944, -3.6892, 34.4434], [-15.7277, -7.3232, 32.0714], [-15.4014, -1.6778, 30.5103], [-14.6055, -5.0656, 36.7062], [-14.6563, -3.5457, 37.8876], [-16.4610, -4.1702, 34.0149], [-13.5642, -2.9027, 37.0471], [-18.6746, -3.4994, 32.7488], [-13.6601, -0.9083, 32.9658], [-15.2909, -4.5424, 37.0297], [-17.7482, -2.2163, 29.1224]], "mulliken_charge": [-0.6146, -0.1574, 0.3942, -1.2871, 0.2295, 0.3316, -0.7375, 0.2624, -0.5759, 0.2442, 0.2531, -0.3006, -0.2618, 0.3184, 0.4612, 0.2464, 0.3628, 0.4287, 0.3469, 0.2720, 0.1756, 0.1255, -0.6960, -0.8975, -0.3020, 0.4293, 0.4748, 0.2203, 0.2334, 0.2413, 0.3451, 0.3574, -0.4543, 0.2592, 0.4637, -0.3641, 0.1159, 0.3899, 0.2008, 0.4641, 0.3782, -0.4821, -0.4735, 0.2767, -0.4012, -0.3718, -0.0541, 0.5699, -0.2577, 0.2507, 0.2969, 0.4710, 0.0808, -1.4538, 0.4102, 0.6220, 0.3046, 0.2025, 0.3182, 0.3808, -0.5730, 0.9633, 0.7778, 0.3162, -0.6035, 0.2439, 0.1897, 0.4784, -0.2116, -1.5530, -0.0982, 0.1112, -0.4334, -1.6744], "energy_ha": -1270.68355, "gap_ev": 9.53, "total_charge": 1, "relative_energy_ev": 1.322}

***

Number 1: LUMO energy 0.2 eV, HOMO energy -10.171 eV. Number 2: LUMO energy 1.8 eV, HOMO energy -4.019 eV. Number 3: LUMO energy -2.7 eV, HOMO energy -10.886 eV. Number 4: LUMO energy -2.1 eV, HOMO energy -11.646 eV.